Entry 1:
A cluster of 11 separate species, C64H114N4O25 in total at a distorted geometry. Source: the Open Molecules 2025 dataset; level of theory: ωB97M-V/def2-TZVPD.

Last column: Löwdin spin population.
Atoms and positions in Å:
C (-1.150, 2.368, 3.596)  0.0000
C (-1.545, 3.718, 4.204)  0.0000
C (-1.177, 3.838, 5.698)  0.0000
O (-0.947, 5.190, 5.839)  0.0000
C (-0.680, 5.733, 4.678)  0.0000
O (-0.337, 6.856, 4.383)  0.0000
O (-0.845, 4.863, 3.668)  0.0000
H (-1.909, 1.637, 3.905)  0.0000
H (-0.125, 2.157, 3.918)  0.0000
H (-1.171, 2.550, 2.503)  0.0000
H (-2.608, 3.906, 4.013)  0.0000
H (-0.283, 3.218, 5.901)  0.0000
H (-1.958, 3.423, 6.341)  0.0000
C (7.706, -1.860, 0.781)  0.0000
C (6.323, -1.081, 1.090)  0.0001
C (6.197, 0.244, 0.392)  0.0000
O (4.763, 0.340, 0.199)  0.0001
C (4.273, -0.954, 0.223)  0.0001
O (3.169, -1.284, -0.087)  0.0003
O (5.201, -1.823, 0.635)  0.0001
H (7.854, -2.677, 1.486)  0.0000
H (8.552, -1.149, 0.844)  0.0000
H (7.652, -2.223, -0.238)  0.0000
H (6.238, -0.948, 2.168)  0.0003
H (6.715, 0.221, -0.557)  0.0000
H (6.566, 1.039, 1.017)  0.0000
C (1.997, 2.529, 1.657)  0.0000
C (2.848, 2.637, 2.900)  0.0003
C (3.878, 3.742, 2.926)  0.0000
O (3.960, 4.078, 4.331)  0.0000
C (2.784, 3.660, 4.907)  0.0000
O (2.461, 3.939, 6.078)  0.0000
O (2.059, 2.929, 4.110)  0.0000
H (1.285, 1.688, 1.550)  0.0000
H (2.635, 2.475, 0.782)  0.0000
H (1.427, 3.467, 1.591)  0.0000
H (3.339, 1.662, 3.096)  0.0004
H (3.540, 4.614, 2.314)  0.0000
H (4.914, 3.493, 2.671)  0.0000
C (2.950, 2.742, -3.558)  0.0000
C (2.455, 1.359, -4.199)  0.0000
C (2.227, 0.182, -3.223)  0.0000
O (0.949, -0.336, -3.649)  0.0001
C (0.318, 0.610, -4.383)  0.0000
O (-0.876, 0.525, -4.646)  0.0000
O (1.116, 1.600, -4.716)  0.0000
H (2.439, 2.903, -2.614)  0.0000
H (2.824, 3.614, -4.201)  0.0000
H (4.019, 2.646, -3.318)  0.0000
H (3.084, 1.089, -5.034)  0.0000
H (2.217, 0.470, -2.180)  0.0000
H (2.988, -0.574, -3.389)  0.0000
C (0.043, 8.167, 1.089)  0.0000
C (0.176, 6.579, 1.006)  0.0000
C (-1.146, 5.924, 0.666)  0.0000
O (-0.665, 4.604, 0.191)  0.0000
C (0.579, 4.791, -0.295)  0.0000
O (1.177, 3.910, -0.912)  0.0000
O (1.049, 6.057, -0.050)  0.0000
H (0.817, 8.583, 1.719)  0.0000
H (-0.897, 8.405, 1.556)  0.0000
H (0.084, 8.666, 0.138)  0.0000
H (0.460, 6.148, 1.982)  0.0000
H (-1.768, 6.338, -0.113)  0.0000
H (-1.612, 5.841, 1.633)  0.0000
C (-2.383, 3.863, -3.850)  0.0004
C (-1.330, 4.121, -4.904)  0.0001
C (-1.777, 5.013, -6.075)  0.0000
O (-0.530, 5.418, -6.561)  0.0000
C (0.395, 5.421, -5.539)  0.0000
O (1.476, 5.975, -5.648)  0.0000
O (-0.167, 4.824, -4.482)  0.0000
H (-2.923, 4.766, -3.497)  0.0001
H (-1.944, 3.282, -3.028)  0.0002
H (-3.168, 3.269, -4.294)  0.0000
H (-0.974, 3.135, -5.218)  0.0000
H (-2.334, 5.873, -5.659)  0.0000
H (-2.356, 4.548, -6.843)  0.0000
C (-0.728, 1.444, -1.061)  0.0001
C (-1.221, 0.016, -0.531)  0.0013
C (-0.183, -1.105, -0.199)  -0.0003
O (-0.613, -1.589, 1.053)  0.0004
C (-1.474, -0.748, 1.642)  0.0001
O (-1.952, -0.883, 2.734)  0.0001
O (-1.782, 0.239, 0.752)  0.0001
H (0.187, 1.714, -0.514)  0.0000
H (-1.482, 2.198, -0.874)  0.0000
H (-0.454, 1.507, -2.119)  0.0000
H (-1.963, -0.367, -1.256)  0.0010
H (0.846, -0.721, -0.175)  0.0000
H (-0.126, -1.994, -0.819)  0.0000
C (2.758, -6.532, -1.291)  0.0063
C (3.012, -5.165, -2.041)  0.0289
C (4.283, -4.511, -1.429)  0.0025
C (4.777, -3.414, -2.412)  0.0001
C (5.084, -3.919, -3.797)  0.0013
C (3.896, -4.588, -4.387)  0.0248
N (3.146, -5.454, -3.445)  0.4120
O (2.311, -6.176, -3.912)  0.4591
C (2.919, -3.452, -4.929)  0.0244
C (4.209, -5.575, -5.551)  0.0065
C (1.879, -4.251, -1.967)  0.0214
H (2.439, -6.332, -0.247)  0.0000
H (3.747, -7.013, -1.247)  0.0004
H (2.023, -7.076, -1.886)  -0.0006
H (4.084, -4.046, -0.460)  -0.0002
H (5.018, -5.314, -1.263)  0.0008
H (5.651, -2.980, -1.922)  0.0002
H (4.004, -2.664, -2.499)  0.0001
H (5.913, -4.659, -3.791)  0.0006
H (5.390, -3.141, -4.472)  -0.0005
H (1.954, -3.925, -5.025)  0.0024
H (2.834, -2.619, -4.249)  0.0008
H (3.284, -3.080, -5.893)  0.0024
H (4.798, -6.404, -5.148)  0.0000
H (3.272, -5.849, -6.049)  -0.0003
H (4.916, -5.079, -6.218)  -0.0001
H (1.746, -3.811, -0.955)  0.0027
H (0.971, -4.798, -2.153)  0.0025
H (2.007, -3.429, -2.691)  0.0004
C (-4.590, -1.713, -1.072)  0.0048
C (-4.595, -3.155, -1.604)  0.0243
C (-5.718, -3.487, -2.552)  0.0015
C (-5.403, -4.745, -3.380)  0.0001
C (-4.077, -4.624, -4.131)  0.0024
C (-2.878, -4.338, -3.195)  0.0253
N (-3.230, -3.342, -2.181)  0.4283
O (-2.265, -2.867, -1.558)  0.4480
C (-2.518, -5.632, -2.448)  0.0248
C (-1.685, -3.814, -3.966)  0.0049
C (-4.684, -4.073, -0.358)  0.0231
H (-3.909, -1.625, -0.255)  -0.0005
H (-5.601, -1.418, -0.826)  0.0000
H (-4.209, -1.111, -1.902)  0.0000
H (-6.615, -3.647, -1.924)  -0.0005
H (-5.914, -2.624, -3.208)  0.0004
H (-6.213, -4.904, -4.089)  0.0002
H (-5.499, -5.674, -2.820)  0.0000
H (-4.131, -3.757, -4.813)  0.0008
H (-3.899, -5.529, -4.734)  -0.0003
H (-1.558, -5.433, -1.959)  0.0024
H (-3.229, -5.973, -1.698)  0.0004
H (-2.492, -6.411, -3.213)  0.0024
H (-1.727, -2.737, -3.892)  0.0002
H (-0.740, -4.196, -3.563)  0.0001
H (-1.877, -4.245, -4.952)  -0.0001
H (-3.672, -4.107, 0.066)  0.0019
H (-4.950, -5.112, -0.582)  0.0006
H (-5.477, -3.643, 0.285)  0.0025
C (1.271, -0.518, 3.951)  0.0022
C (1.557, -1.799, 4.626)  0.0235
C (0.904, -3.051, 3.999)  0.0032
C (1.516, -4.316, 4.595)  0.0001
C (3.008, -4.465, 4.250)  0.0011
C (3.772, -3.265, 4.809)  0.0233
N (3.065, -1.917, 4.636)  0.4367
O (3.680, -0.972, 4.828)  0.4454
C (4.116, -3.575, 6.320)  0.0210
C (5.093, -3.085, 4.118)  0.0054
C (1.166, -1.757, 6.137)  0.0247
H (0.202, -0.415, 4.038)  -0.0004
H (1.478, -0.597, 2.888)  0.0001
H (1.667, 0.298, 4.548)  -0.0005
H (-0.145, -2.972, 4.276)  -0.0004
H (0.864, -3.042, 2.904)  0.0005
H (1.006, -5.184, 4.159)  0.0002
H (1.362, -4.475, 5.672)  0.0000
H (3.120, -4.546, 3.156)  0.0005
H (3.438, -5.337, 4.710)  -0.0005
H (3.209, -4.030, 6.748)  0.0005
H (4.935, -4.310, 6.349)  0.0022
H (4.362, -2.672, 6.846)  0.0022
H (5.733, -3.896, 4.402)  -0.0002
H (4.970, -3.165, 3.014)  0.0002
H (5.539, -2.128, 4.399)  -0.0004
H (1.830, -1.015, 6.578)  0.0024
H (1.287, -2.731, 6.542)  0.0012
H (0.088, -1.560, 6.242)  0.0038
C (-7.480, 4.443, 2.356)  0.0049
C (-6.116, 3.920, 1.827)  0.0253
C (-5.515, 2.821, 2.627)  0.0009
C (-4.472, 2.060, 1.886)  0.0001
C (-4.994, 1.436, 0.514)  0.0015
C (-5.568, 2.521, -0.385)  0.0267
N (-6.385, 3.503, 0.395)  0.4229
O (-6.867, 4.360, -0.262)  0.4605
C (-4.372, 3.274, -0.988)  0.0202
C (-6.493, 1.922, -1.419)  0.0055
C (-5.100, 5.075, 1.735)  0.0205
H (-7.923, 5.144, 1.651)  -0.0005
H (-7.281, 5.008, 3.250)  -0.0002
H (-8.129, 3.626, 2.604)  0.0005
H (-5.117, 3.183, 3.600)  -0.0005
H (-6.335, 2.140, 2.912)  0.0009
H (-4.084, 1.186, 2.447)  0.0001
H (-3.622, 2.734, 1.720)  0.0000
H (-5.722, 0.675, 0.804)  0.0007
H (-4.168, 0.896, 0.021)  -0.0003
H (-3.914, 2.576, -1.710)  0.0018
H (-4.820, 4.121, -1.535)  0.0024
H (-3.588, 3.491, -0.292)  0.0005
H (-5.841, 1.239, -1.972)  -0.0002
H (-7.236, 1.243, -0.953)  0.0005
H (-6.902, 2.698, -2.078)  -0.0004
H (-4.985, 5.445, 2.776)  0.0020
H (-5.584, 5.877, 1.146)  0.0028
H (-4.098, 4.801, 1.380)  0.0004

Cartesian forces (eV/Å) of the 2 atoms listed first:
-0.1 1.7 -0.4
-0.1 -0.8 0.5

The calculation puts the electronic energy at -4606.850199 hartree. As for the charge: 0. As for the spin multiplicity: 5. The calculation puts the LUMO energy (spin up / spin down) at 0.08 / 0.08 eV. As for the HOMO-LUMO gap (spin up / spin down): 7.09 / 9.20 eV. The value obtained for the HOMO energy (spin up / spin down) is -7.01 / -9.13 eV. As for the max |F|: 11.437 eV/Å. For the molar mass, the calculation gives 1339.619 g/mol.

Entry 2:
A cluster of 9 separate species, C15H44N17O11PS in total at a distorted geometry. Source: the Open Molecules 2025 dataset; level of theory: ωB97M-V/def2-TZVPD.

Last column: Löwdin charge in e.
Atoms and positions in Å:
C (0.530, 0.728, -0.046)  0.0082
C (0.101, -0.668, -0.368)  -0.4810
O (0.724, -1.278, -1.149)  0.1274
N (-1.050, -1.260, 0.316)  -0.0493
C (-2.020, -1.671, -0.717)  -0.0411
C (-0.525, -2.384, 1.065)  -0.2224
C (-1.494, -3.365, 1.725)  -0.0974
C (-0.472, -3.990, 2.662)  -0.5051
P (-1.034, -5.403, 3.695)  0.4584
S (-1.023, -7.007, 2.549)  0.0740
O (0.148, -2.862, 3.290)  0.0228
C (0.130, -1.847, 2.377)  -0.4422
O (0.509, -0.791, 2.646)  0.1860
H (1.010, 1.111, -0.927)  0.0641
H (1.302, 0.641, 0.704)  0.0579
H (-0.276, 1.344, 0.322)  0.0717
H (-1.583, -1.871, -1.692)  0.0809
H (-2.621, -2.528, -0.443)  0.0668
H (-2.712, -0.844, -0.854)  0.0877
H (0.305, -2.948, 0.628)  0.1622
H (-2.174, -2.815, 2.366)  0.1409
H (-1.922, -4.082, 1.040)  0.1218
H (0.339, -4.444, 2.088)  0.1099
H (-0.204, -5.624, 4.811)  -0.0369
H (-2.356, -5.196, 4.137)  -0.0199
N (3.207, -7.365, 6.586)  0.1521
C (2.192, -7.227, 5.686)  -0.6720
N (1.886, -8.339, 4.963)  0.1614
O (1.592, -6.174, 5.534)  -0.0193
H (3.713, -8.218, 6.726)  0.0928
H (3.451, -6.557, 7.129)  0.1049
H (1.140, -8.259, 4.290)  0.0598
H (2.360, -9.216, 5.065)  0.0942
N (4.665, 0.780, -0.513)  0.1472
C (4.111, 1.987, -0.862)  -0.6765
N (4.899, 2.790, -1.626)  0.1582
O (2.988, 2.305, -0.506)  0.0227
H (5.584, 0.488, -0.787)  0.0925
H (4.105, 0.164, 0.048)  0.1000
H (4.525, 3.693, -1.900)  0.0611
H (5.821, 2.533, -1.923)  0.0916
N (-3.120, 4.275, -2.149)  0.1656
C (-2.462, 3.498, -1.244)  -0.6548
N (-2.527, 3.918, 0.047)  0.1690
O (-1.858, 2.490, -1.582)  0.0057
H (-3.623, 5.106, -1.903)  0.0959
H (-3.091, 3.983, -3.112)  0.0993
H (-2.045, 3.366, 0.734)  0.1010
H (-3.019, 4.744, 0.349)  0.0662
N (3.177, 6.476, -4.512)  0.1546
C (3.140, 5.167, -4.132)  -0.6601
N (2.773, 4.286, -5.107)  0.1589
O (3.412, 4.807, -3.000)  0.0223
H (2.954, 6.794, -5.435)  0.0937
H (3.440, 7.148, -3.814)  0.1059
H (2.735, 3.317, -4.853)  0.1000
H (2.540, 4.557, -6.043)  0.0937
N (-4.963, -3.906, -4.035)  0.1473
C (-3.697, -4.002, -3.531)  -0.6843
N (-2.695, -3.797, -4.436)  0.1510
O (-3.476, -4.249, -2.360)  0.0212
H (-5.166, -3.701, -4.994)  0.0905
H (-5.722, -4.050, -3.395)  0.1014
H (-1.752, -3.858, -4.097)  0.1025
H (-2.853, -3.588, -5.403)  0.0909
N (3.162, 1.262, 3.196)  0.1663
C (4.418, 1.189, 3.724)  -0.6907
N (5.426, 1.451, 2.837)  0.1460
O (4.630, 0.914, 4.892)  0.0172
H (2.974, 1.489, 2.235)  0.0723
H (2.391, 1.076, 3.811)  0.0988
H (6.366, 1.410, 3.182)  0.0970
H (5.264, 1.680, 1.873)  0.0648
N (-0.479, 1.553, -6.306)  0.1335
C (-1.272, 1.704, -5.193)  -0.6918
N (-0.653, 1.487, -4.007)  0.1689
O (-2.449, 2.016, -5.282)  0.0084
H (0.488, 1.295, -6.266)  0.0793
H (-0.908, 1.708, -7.199)  0.0931
H (-1.205, 1.584, -3.164)  0.0590
H (0.315, 1.239, -3.925)  0.0924
N (-5.462, 5.910, 3.767)  0.1513
C (-4.691, 5.203, 2.892)  -0.6767
N (-4.946, 3.864, 2.839)  0.1572
O (-3.833, 5.733, 2.204)  0.0141
H (-6.171, 5.497, 4.342)  0.0938
H (-5.296, 6.898, 3.829)  0.1046
H (-4.397, 3.316, 2.201)  0.0925
H (-5.645, 3.409, 3.394)  0.0953

Cartesian forces (eV/Å) of the 2 atoms listed first:
-0.5 -0.4 0.1
-1.0 2.2 1.7

As for the SMILES: CC(=O)N(C)[C@@H]1C[C@H]([PH2]=S)OC1=O.NC(N)=O.NC(N)=O.NC(N)=O.NC(N)=O.NC(N)=O.NC(N)=O.NC(N)=O.NC(N)=O. The calculation puts the electronic energy at -3096.313444 hartree. As for the charge: 0. As for the spin multiplicity: 1. The calculation puts the LUMO energy at 0.38 eV. As for the HOMO-LUMO gap: 8.68 eV. The value obtained for the HOMO energy is -8.30 eV. As for the max |F|: 3.702 eV/Å. For the molar mass, the calculation gives 701.666 g/mol.